# 1
# C4H8NO

A 2-piece molecular cluster, C4H8NO overall in a non-equilibrium geometry (ωB97M-V/def2-TZVPD, OMol25).

The total charge is +1. The electronic energy is -7804.8266 eV.

CARTESIAN COORDINATES (ANGSTROEM)
C 1.823 0.492 0.120
C -1.168 1.332 -0.264
C 2.552 -0.588 0.142
C -1.510 -0.965 0.178
N 0.877 1.285 0.210
O -1.568 0.394 0.533
H -0.967 1.237 -1.322
H -1.442 2.313 0.091
H 3.212 -1.048 -0.605
H 2.230 -1.227 0.936
H -1.479 -1.656 1.025
H -2.296 -1.302 -0.425
H -0.594 -1.177 -0.403
H 1.121 2.252 0.398

Force components x, y, z for each atom (eV/Å):
-0.301 -1.342 -0.203
0.522 -1.382 1.136
-0.404 0.140 -0.784
2.307 -1.879 -0.521
-0.010 1.359 -1.030
-0.670 1.493 -0.325
-0.104 -0.603 -0.090
0.345 0.271 0.247
-0.336 0.802 0.229
0.387 -0.308 0.927
-0.062 0.877 0.385
-1.585 0.160 -0.885
-0.214 0.332 0.243
0.125 0.080 0.672

Here are the Mulliken charges for atoms 1 to 4, given in e: C 0.536; C -0.009; C -0.707; C -0.593

# 2
# C4H8NO

An isolated ion of composition C4H8NO and charge +1 in a non-equilibrium geometry (ωB97M-V/def2-TZVPD, OMol25).

The total charge is +1. The electronic energy is -7799.0439 eV. As for the multiplicity: 3.

CARTESIAN COORDINATES (ANGSTROEM)
C 1.120 -1.231 -0.353
C 0.736 1.172 0.900
C -0.274 0.550 0.132
C -1.733 0.689 0.014
N 0.773 -0.108 0.262
O 0.675 -0.998 -1.528
H 2.224 -1.404 -0.191
H 0.434 -1.953 0.116
H 1.090 2.067 0.432
H 0.717 1.203 2.048
H -2.335 1.648 0.234
H -2.032 -0.151 0.718
H -2.229 0.287 -0.791
H 0.834 -1.772 -1.993

Force components x, y, z for each atom (eV/Å):
3.696 -1.679 3.420
-0.289 -0.507 2.405
-10.743 9.031 -1.940
-0.610 -1.152 2.958
7.154 -2.100 4.412
-1.044 1.378 -5.028
-0.931 -0.538 -0.293
0.374 -1.194 0.786
1.293 0.480 -0.488
0.298 -0.219 -1.411
1.926 -1.271 0.200
-0.683 0.976 0.284
-0.356 -0.799 -2.801
-0.085 -2.407 -2.504

Here are the Mulliken charges for atoms 1 to 4, given in e: C -0.151; C -0.141; C 0.201; C -1.073

# 3
# C4H8NO

An isolated ion of composition C4H8NO and charge +1 in a non-equilibrium geometry (ωB97M-V/def2-TZVPD, OMol25).

The total charge is +1. The electronic energy is -7802.4758 eV. As for the multiplicity: 3.

CARTESIAN COORDINATES (ANGSTROEM)
C -2.193 1.054 -0.362
C 1.427 0.482 0.150
C -1.254 0.270 0.015
C -0.439 -0.843 0.228
N 0.846 -0.687 -0.474
O 2.709 0.767 -0.236
H -1.912 2.041 -0.227
H -3.157 1.079 -0.776
H 1.201 0.614 1.240
H -0.927 -1.725 -0.201
H -0.274 -1.026 1.370
H 0.656 -0.487 -1.503
H 3.033 1.355 0.407
H 1.450 -1.503 -0.509

Force components x, y, z for each atom (eV/Å):
0.681 -0.127 0.234
2.378 0.988 1.091
-0.868 0.731 -0.175
-1.138 -2.866 2.128
0.504 1.403 -1.800
-2.280 -1.885 -1.160
0.570 2.581 0.328
-1.436 -1.243 -0.551
-0.036 -0.196 -1.227
0.175 -0.444 0.157
-0.039 0.133 -2.125
0.128 -0.058 1.301
1.132 1.469 1.224
0.229 -0.486 0.575

Here are the Mulliken charges for atoms 1 to 4, given in e: C -0.803; C -0.127; C 0.279; C -0.483

# 4
# C4H8NO2

A 2-piece molecular cluster, C4H8NO2 overall in a non-equilibrium geometry (ωB97M-V/def2-TZVPD, OMol25).

The total charge is -1. The electronic energy is -9861.6707 eV.

CARTESIAN COORDINATES (ANGSTROEM)
O 0.412 1.921 1.043
C 0.381 0.817 0.433
N 1.225 -0.162 0.278
C 1.939 -1.838 -0.688
O 3.093 -2.213 -1.074
C -0.961 0.581 -0.348
C -2.120 0.976 0.508
H 2.221 -0.040 0.427
H 1.174 -1.639 -1.402
H 1.938 -2.209 0.342
H -0.753 1.130 -1.280
H -0.964 -0.485 -0.586
H -2.426 2.027 0.498
H -2.105 0.730 1.583
H -3.054 0.403 0.266

Force components x, y, z for each atom (eV/Å):
0.773 -0.790 -0.167
-1.315 1.448 -0.278
1.273 0.169 -0.304
3.362 -3.820 0.492
-1.098 2.049 -0.842
1.969 -0.569 0.782
-2.817 -0.210 0.468
-0.197 1.072 1.075
-0.792 -0.121 -0.263
-2.036 0.254 -0.003
-0.792 0.052 0.248
-0.303 0.023 -0.136
0.388 -0.039 -0.262
1.085 0.036 -0.297
0.499 0.445 -0.515

Here are the Mulliken charges for atoms 1 to 4, given in e: O -0.746; C 0.105; N -0.442; C -0.167

# 5
# C4H8NO2

A 2-piece molecular cluster, C4H8NO2 overall in a non-equilibrium geometry (ωB97M-V/def2-TZVPD, OMol25).

The total charge is -1. The electronic energy is -9859.2079 eV.

CARTESIAN COORDINATES (ANGSTROEM)
O -2.177 1.664 0.916
C -1.077 1.404 0.314
C -0.419 0.184 0.439
C 1.001 -0.040 0.230
C 1.412 -0.579 -1.210
O 2.521 -1.201 -1.250
N -1.233 -0.926 0.970
H -0.538 2.119 -0.305
H -0.076 -1.733 -1.992
H 1.581 0.884 0.372
H 1.484 -0.868 0.839
H 1.132 0.180 -1.998
H 0.467 -1.358 -1.387
H -2.138 -0.461 1.097
H -1.428 -1.658 0.291

Force components x, y, z for each atom (eV/Å):
0.296 0.153 -1.342
-0.063 -1.024 1.661
-1.266 -0.543 -0.019
-0.129 -1.767 -0.323
5.752 2.235 0.711
-1.880 0.975 -0.677
-0.099 0.660 0.379
0.173 0.906 0.079
0.633 0.756 1.252
-0.023 -0.234 -0.470
-0.827 1.093 -0.053
0.098 -0.660 -0.006
-3.239 -2.603 -1.377
0.160 -0.176 0.327
0.413 0.231 -0.143

Here are the Mulliken charges for atoms 1 to 4, given in e: O -0.787; C -0.112; C 0.395; C -0.992

# 6
# C4H8NO2

An isolated ion of composition C4H8NO2 and charge -1 in a non-equilibrium geometry (ωB97M-V/def2-TZVPD, OMol25).

The total charge is -1. The electronic energy is -9862.7013 eV. The SMILES is CC(=O)NCC[O-].

CARTESIAN COORDINATES (ANGSTROEM)
C 2.217 0.690 0.170
C 0.884 1.375 -0.002
O 0.764 2.597 0.073
N -0.201 0.583 -0.265
C -0.161 -0.860 -0.222
C -1.724 -1.563 -0.297
O -1.847 -2.534 0.582
H 2.571 0.272 -0.772
H 2.180 -0.107 0.908
H 2.914 1.493 0.417
H -1.089 1.073 -0.268
H 0.434 -1.302 -1.016
H 0.018 -1.259 0.777
H -2.318 -0.671 -0.091
H -1.761 -1.864 -1.381

Force components x, y, z for each atom (eV/Å):
0.240 0.577 -0.266
-1.505 -0.137 -0.378
0.352 0.023 0.069
1.413 0.370 0.182
-2.348 -1.022 0.409
2.339 -0.069 -0.038
-0.150 -0.139 -0.153
-0.220 -0.217 -0.079
0.056 0.046 0.064
0.037 -0.239 0.330
0.100 -0.238 -0.027
0.340 0.053 0.075
0.735 0.123 -0.065
-0.846 0.648 -0.254
-0.542 0.219 0.131

Here are the Mulliken charges for atoms 1 to 4, given in e: C -1.010; C 0.585; O -0.702; N -0.107

# 7
# C4H8NO2

A 2-piece molecular cluster, C4H8NO2 overall in a non-equilibrium geometry (ωB97M-V/def2-TZVPD, OMol25).

The total charge is -1. The electronic energy is -9856.9627 eV.

CARTESIAN COORDINATES (ANGSTROEM)
O 1.709 -0.529 1.476
C 1.557 -0.217 0.160
O 2.248 -0.755 -0.789
C 0.369 0.618 -0.075
C -0.815 -0.229 0.388
C -2.215 0.365 0.068
N -2.225 0.863 -1.218
H 0.265 0.928 -1.138
H 0.547 1.502 0.572
H -0.694 -0.554 1.461
H -0.749 -1.206 -0.294
H -2.870 -0.678 0.263
H -2.490 1.126 0.934
H -0.856 -1.983 -0.766
H -2.615 1.871 -1.255

Force components x, y, z for each atom (eV/Å):
-0.297 1.311 -4.186
3.790 -4.530 3.032
-1.963 1.958 1.894
-0.728 0.238 -0.623
0.957 3.658 2.434
-1.368 -1.588 0.522
-1.620 1.944 -0.069
-0.233 -0.122 0.707
-0.701 -0.364 -0.305
0.117 0.005 -1.187
-0.381 -1.816 -1.408
0.569 1.915 -0.369
0.670 -1.396 -1.269
0.099 0.807 0.533
1.088 -2.022 0.293

Here are the Mulliken charges for atoms 1 to 4, given in e: O -0.752; C 0.405; O -0.708; C -0.376

# 8
# C4H8NO2

A 2-piece molecular cluster, C4H8NO2 overall in a non-equilibrium geometry (ωB97M-V/def2-TZVPD, OMol25).

The total charge is +1. The electronic energy is -9849.6129 eV.

CARTESIAN COORDINATES (ANGSTROEM)
C -0.430 1.075 0.740
C -0.849 0.197 1.774
C -0.167 -1.115 0.188
C 0.608 0.431 -1.479
N 0.471 0.205 -0.035
O -0.715 -1.064 1.398
O 0.527 -2.116 -0.314
H -0.072 2.071 0.936
H -1.437 0.583 2.600
H -1.746 0.857 -0.567
H 1.510 -0.014 -1.892
H -0.325 0.223 -2.032
H 0.652 1.584 -1.739
H 1.455 0.116 0.381
H 0.519 -3.033 0.041

Force components x, y, z for each atom (eV/Å):
-0.724 -1.758 0.455
0.008 2.999 -0.738
-0.674 0.193 -0.632
-0.204 3.798 -2.397
1.121 -1.322 -0.391
-0.081 -0.973 0.601
0.623 -0.431 0.116
-0.379 0.323 -0.301
-0.005 -1.052 0.105
1.326 -0.002 1.393
-0.255 -0.333 0.185
0.557 -0.791 0.617
0.392 -2.102 1.129
-1.167 0.547 -0.340
-0.536 0.904 0.198

Here are the Mulliken charges for atoms 1 to 4, given in e: C -0.473; C -0.127; C 0.261; C -0.834

# 9
# C4H8NO2

An isolated ion of composition C4H8NO2 and charge +1 in a non-equilibrium geometry (ωB97M-V/def2-TZVPD, OMol25).

The total charge is +1. The electronic energy is -9850.0206 eV. The SMILES is C#[N+]O[C@H](C)OC.

CARTESIAN COORDINATES (ANGSTROEM)
C -0.715 1.409 2.224
N 0.244 1.199 1.603
O 1.063 1.074 0.739
C 0.639 -0.104 -0.193
C 1.875 -0.471 -0.955
O -0.436 0.304 -0.859
C -1.734 -0.389 -0.670
H -1.548 1.183 2.845
H 0.324 -1.084 0.396
H 2.256 0.550 -1.222
H 2.680 -1.023 -0.509
H 1.604 -1.106 -1.737
H -2.311 0.401 -1.120
H -2.097 -0.544 0.483
H -1.844 -1.400 -1.023

Force components x, y, z for each atom (eV/Å):
2.466 -1.149 -1.381
-5.504 1.610 3.788
3.167 -0.969 -2.177
-0.635 -4.938 0.885
0.588 3.287 0.330
-0.488 -0.442 -0.182
-0.297 1.221 3.146
-0.289 0.423 0.532
0.703 2.328 0.116
0.182 -1.199 -0.812
0.019 0.055 1.274
-0.725 -0.401 -1.806
-1.041 -0.624 -0.269
1.296 0.881 -2.388
0.556 -0.082 -1.054

Here are the Mulliken charges for atoms 1 to 4, given in e: C -0.024; N 0.281; O -0.256; C 0.494

# 10
# C4H8NO2

A 2-piece molecular cluster, C4H8NO2 overall in a non-equilibrium geometry (ωB97M-V/def2-TZVPD, OMol25).

The total charge is +1. The electronic energy is -9854.0638 eV.

CARTESIAN COORDINATES (ANGSTROEM)
C 0.459 0.277 -0.920
C 1.345 -0.783 -0.967
C 1.154 -0.326 1.097
C -0.603 1.487 0.962
N 0.315 0.507 0.450
O 1.813 -1.033 0.244
O -1.456 -1.140 -1.146
H 0.074 0.971 -1.527
H 1.673 -1.486 -1.660
H 1.372 -0.462 2.122
H -1.171 1.998 0.184
H -1.257 0.868 1.460
H -0.063 2.026 1.729
H -1.454 -1.635 -0.402
H -2.201 -1.270 -1.627

Force components x, y, z for each atom (eV/Å):
3.320 -3.344 3.613
-0.981 2.386 -1.226
-1.194 1.780 -0.607
0.787 0.095 0.551
2.413 -1.182 -1.226
-0.316 -1.069 1.089
3.146 3.102 -1.525
-1.639 1.692 -2.693
0.506 -0.426 -1.550
-0.119 0.253 0.892
0.686 0.227 0.132
-2.221 -0.853 1.406
-0.254 0.942 -0.274
-0.432 -2.705 3.494
-3.703 -0.898 -2.075

Here are the Mulliken charges for atoms 1 to 4, given in e: C -0.082; C -0.505; C 0.029; C -0.800